ORCA calculation (ωB97M-V/def2-TZVPD) on a molecular structure, C21H31BN9O2S2SeW.

- <S²>: 2.02
- Relative energy (zero: lowest compared OMol25 entry of this formula, charge and spin): 0.8 kcal per mole
- HOMO-LUMO gap (spin up / spin down): 7.06 / 7.16 eV

Geometry as ORCA input:
```
! wB97M-V def2-TZVPD RIJCOSX def2/J DEFGRID3
* xyz 1 3
W 0.7603 0.2051 -0.3877
C 1.6919 1.8378 2.5762
C 0.2448 1.4502 2.7879
N -0.3292 0.6342 1.6669
C -1.6690 1.1295 1.2732
C -1.4967 2.1906 0.2351
C -2.3133 3.2977 0.0831
C -2.0720 4.1630 -0.9725
C -1.0200 3.9216 -1.8426
C -0.2316 2.8047 -1.6316
C 0.9590 2.3883 -2.4432
N 1.9393 1.8422 -1.4862
C 2.6907 2.9558 -0.8324
C 3.0176 2.6997 0.6213
N 1.7456 2.4466 1.2678
N -0.4818 1.9794 -0.6090
H 2.3318 0.9564 2.5752
H 2.0176 2.4885 3.3966
H -0.3585 2.3573 2.8768
H 0.1132 0.8952 3.7188
H -0.4506 -0.3101 2.0117
H -2.2423 1.4982 2.1259
H -2.2171 0.3033 0.8114
H -3.1230 3.4653 0.7795
H -2.6996 5.0335 -1.1108
H -0.8005 4.5859 -2.6665
H 1.3600 3.2175 -3.0294
H 0.6610 1.5893 -3.1279
H 2.6221 1.2441 -1.9862
H 2.0734 3.8570 -0.8971
H 3.5906 3.1453 -1.4212
H 3.5678 3.5548 1.0297
H 3.6474 1.8188 0.7259
H 1.1752 3.2868 1.2465
C -0.3169 -2.2566 -4.0964
N -1.1221 -2.6965 -2.9623
C -1.5966 -3.9779 -2.7874
C -2.3643 -3.9565 -1.6755
N -2.3622 -2.6725 -1.1800
B -3.1499 -2.2261 0.0815
N -2.2394 -2.4298 1.3811
C -2.8282 -2.6489 2.6065
C -1.8523 -2.7505 3.5376
N -0.6592 -2.5858 2.8723
C 0.6597 -2.7378 3.4846
C -0.9108 -2.3932 1.5513
S 0.3492 -2.2446 0.3705
C -1.6070 -1.9165 -1.9885
S -1.3334 -0.2104 -1.8033
H 0.2435 -3.1127 -4.4627
H 0.3688 -1.4863 -3.7584
H -0.9595 -1.8723 -4.8861
H -1.3380 -4.7761 -3.4592
H -2.9059 -4.7450 -1.1856
H -3.4753 -1.0712 -0.0060
H -4.0939 -2.9642 0.2246
H -3.8958 -2.7310 2.7034
H -1.8948 -2.9454 4.5942
H 0.6305 -2.3054 4.4818
H 1.3976 -2.2305 2.8674
H 0.9261 -3.7910 3.5474
O 3.5671 -0.0808 -2.5771
C 2.7712 -0.9934 -2.4618
O 1.5783 -0.9254 -1.9272
H 3.0029 -1.9939 -2.8535
Se 4.7632 -2.0212 1.0913
C 3.4297 -0.9489 0.7628
N 2.5137 -0.2347 0.5473
*
```

---

ORCA calculation (ωB97M-V/def2-TZVPD) on 2 unconnected molecules or ions with the total composition C2H7NO2S at a distorted geometry.

- Relative energy (zero: lowest compared OMol25 entry of this formula, charge and spin): 91.1 kcal per mole
- HOMO-LUMO gap (spin up / spin down): 7.92 / 6.55 eV

Geometry as ORCA input:
```
! wB97M-V def2-TZVPD RIJCOSX def2/J DEFGRID3
* xyz 0 1
C -0.0938 -0.7242 -2.2420
C 0.2524 0.5255 2.0828
N 0.1607 0.5679 -1.5685
O -0.7771 -0.1251 2.7012
O 1.4463 -0.0784 2.1344
S -1.0751 0.7993 -0.3475
H -0.3403 -1.5794 -1.5283
H -0.8712 -0.4911 -2.9417
H 0.9119 -0.9459 -2.7622
H 0.2373 1.6611 1.9465
H 0.2198 1.3553 -2.1498
H -1.5763 0.0372 2.2271
H 1.5054 -1.0021 2.4480
*
```

---

ORCA calculation (ωB97M-V/def2-TZVPD) on a gas-phase ion, C5H6N (charge +1) at a distorted geometry.

- SMILES: C#C/[NH+]=C/C=C
- Relative energy (zero: lowest compared OMol25 entry of this formula, charge and spin): 155.8 kcal per mole
- HOMO-LUMO gap: 8.20 eV

Geometry as ORCA input:
```
! wB97M-V def2-TZVPD RIJCOSX def2/J DEFGRID3
* xyz 1 1
C -0.1105 0.9326 0.5790
C -2.5745 -0.8702 0.2309
C 1.7582 0.0872 -0.7327
C 1.2256 0.9313 0.1700
C -3.6965 -1.2885 0.2983
N -1.1313 -0.0829 0.2583
H 2.7456 0.1536 -1.2929
H 1.1264 -0.6401 -1.2877
H 1.7862 1.6656 0.7696
H -0.6541 1.7379 1.0767
H -4.6735 -1.7494 0.2835
H -0.8759 -0.8540 -0.3780
*
```

---

ORCA calculation (ωB97M-V/def2-TZVPD) on 4 unconnected molecules or ions with the total composition C18H43O12P at a distorted geometry.

- SMILES: CC(C)COC(=O)OCP(=O)(O)O.COCCOC.COCCOC.COCCOC
- HOMO-LUMO gap: 9.14 eV

Geometry as ORCA input:
```
! wB97M-V def2-TZVPD RIJCOSX def2/J DEFGRID3
* xyz 0 1
C -2.5655 -0.3180 -2.9658
C -2.1308 -1.6427 -2.0775
C -0.8011 -2.2798 -2.8068
C -1.9505 -1.3449 -0.4710
O -1.1421 -0.1224 -0.3431
C 0.0140 -0.3048 0.5486
O 0.9568 -1.2205 0.2679
O 0.2424 0.5236 1.7553
C 1.3146 1.5093 1.5407
P 0.6594 3.2778 1.1195
O -0.9337 3.1795 0.9655
O 1.4391 3.9914 -0.2766
O 0.9578 4.4078 2.4547
H -3.5130 -0.6232 -3.6194
H -2.8246 0.6284 -2.2928
H -1.7096 0.0385 -3.6999
H -3.0054 -2.4408 -2.1860
H -0.6175 -3.3414 -2.3241
H -0.9778 -2.3959 -3.9653
H 0.1168 -1.5775 -2.6156
H -3.0426 -1.1455 -0.0393
H -1.5082 -2.2920 0.0555
H 1.9440 1.5908 2.5488
H 2.0734 1.2378 0.6909
H 1.7986 4.8827 0.0261
H 0.5636 5.2886 2.1512
C 0.6705 -5.9381 -4.9210
O 0.4849 -4.5488 -5.1697
C 1.6709 -3.9249 -5.6725
C 1.5817 -3.7010 -7.1857
O 1.5936 -4.9429 -7.8952
C 0.2954 -5.3230 -8.3371
H -0.3098 -6.3898 -4.7490
H 1.1409 -6.4433 -5.7695
H 1.2817 -6.0750 -4.0240
H 2.5618 -4.5088 -5.4120
H 1.7516 -2.9518 -5.1771
H 2.4647 -3.1400 -7.5092
H 0.6945 -3.1100 -7.4429
H -0.0065 -4.6937 -9.1803
H -0.4444 -5.2490 -7.5372
H 0.3377 -6.3626 -8.6738
C 1.3584 7.2208 4.8043
O 1.2773 7.9421 3.5797
C -0.0734 8.2523 3.2218
C -0.4076 9.7154 3.5308
O -0.4268 9.9563 4.9405
C 0.7547 10.6089 5.3914
H 2.4033 7.2046 5.1243
H 0.7618 7.6896 5.5921
H 1.0232 6.1908 4.6501
H -0.7767 7.5736 3.7190
H -0.1600 8.0923 2.1420
H -1.4137 9.9312 3.1563
H 0.2919 10.3924 3.0260
H 0.7388 11.6580 5.0795
H 1.6569 10.1241 5.0125
H 0.7737 10.5690 6.4841
C -0.6720 -6.1516 4.5329
O 0.4124 -5.6831 3.7386
C 0.0968 -5.6721 2.3426
C -0.2225 -4.2544 1.8567
O -1.4435 -3.7739 2.4259
C -1.2171 -2.8630 3.4955
H -0.4484 -5.9354 5.5806
H -1.6115 -5.6572 4.2697
H -0.7778 -7.2340 4.4133
H -0.7281 -6.3599 2.1216
H 0.9850 -6.0334 1.8139
H -0.3646 -4.2802 0.7713
H 0.6072 -3.5702 2.0714
H -0.8725 -1.9036 3.0967
H -0.4882 -3.2491 4.2112
H -2.1645 -2.7046 4.0183
*
```

---

ORCA calculation (ωB97M-V/def2-TZVPD) on 2 unconnected molecules or ions with the total composition C29H32BrN2OS at a distorted geometry.

- HOMO-LUMO gap: 6.06 eV

Geometry as ORCA input:
```
! wB97M-V def2-TZVPD RIJCOSX def2/J DEFGRID3
* xyz 1 1
C -1.5619 2.2998 4.0210
S -1.7806 1.7923 2.2377
C -2.0430 3.5227 1.6239
C -0.1900 1.4117 1.4756
C 0.7027 0.9110 2.5572
C 2.1576 1.2820 2.6259
C 2.5979 2.6221 2.6374
C 3.9466 2.9193 2.8849
C 4.8404 1.8673 3.1257
Br 6.6970 2.2345 3.4258
C 4.4125 0.5320 3.1103
C 3.0575 0.2560 2.9240
O 0.2228 0.0781 3.3720
H -2.5927 2.2063 4.4139
H -0.8918 1.6027 4.5347
H -1.2151 3.3472 4.0683
H -3.1375 3.5970 1.4684
H -1.6857 4.2198 2.4076
H -1.4945 3.6866 0.6880
H 0.1490 2.1400 0.7267
H 1.8611 3.4090 2.4578
H 4.2810 3.9515 2.9304
H 5.1189 -0.2666 3.3054
H 2.7156 -0.7711 2.9813
C -4.8818 0.6405 -5.0488
N -4.4852 1.1492 -3.7606
C -5.0525 2.3763 -3.2543
C -4.3398 2.6015 -1.8879
C -3.3700 1.4588 -1.7859
C -3.5282 0.6438 -2.9343
C -2.7741 -0.5248 -3.0639
C -1.7835 -0.7904 -2.1174
C -1.5089 0.0750 -1.0002
C -0.4956 -0.1586 0.0040
C 0.5920 -1.0539 -0.3148
C 1.1763 -1.8045 0.7416
C 2.0613 -2.8297 0.5011
C 2.3833 -3.1991 -0.8259
N 3.1765 -4.3026 -0.8343
C 3.6332 -5.0487 -1.9774
C 3.5467 -4.7261 0.4934
C 2.8180 -3.7301 1.4291
C 1.8388 -2.4959 -1.9032
C 0.9908 -1.4207 -1.6407
C -2.4009 1.1658 -0.8511
H -4.2038 -0.1720 -5.3179
H -5.9103 0.2518 -5.0001
H -4.8257 1.4444 -5.7994
H -4.8566 3.2307 -3.9301
H -6.1471 2.3005 -3.1251
H -3.8482 3.5917 -1.8457
H -5.0790 2.5905 -1.0694
H -2.9473 -1.1832 -3.9104
H -1.2585 -1.7291 -2.1988
H -0.8744 -0.1708 1.1345
H 0.9428 -1.5720 1.7765
H 2.9505 -4.8929 -2.8144
H 4.6303 -4.7189 -2.2997
H 3.6859 -6.1167 -1.7203
H 3.2365 -5.7708 0.6839
H 4.6414 -4.6813 0.6430
H 3.5448 -3.1654 2.0376
H 2.1747 -4.2613 2.1470
H 2.0910 -2.8063 -2.9179
H 0.6421 -0.8411 -2.4852
H -2.3534 1.7954 0.0392
*
```

---

ORCA calculation (ωB97M-V/def2-TZVPD) on 2 unconnected molecules or ions with the total composition C3H7NO2 at a distorted geometry.

- Relative energy (zero: lowest compared OMol25 entry of this formula, charge and spin): 118.8 kcal per mole
- HOMO-LUMO gap: 4.03 eV

Geometry as ORCA input:
```
! wB97M-V def2-TZVPD RIJCOSX def2/J DEFGRID3
* xyz 0 1
C 0.8003 -0.4114 0.8038
C 1.3875 1.1438 2.6826
N 0.4592 0.4058 1.9466
H -0.1549 -0.9550 0.4073
H 1.4992 -1.2213 1.0340
H 1.1620 0.0814 -0.1069
H 2.5131 1.1372 2.5350
H 0.8924 1.7885 3.4891
H -0.4070 0.7784 1.6737
O -1.0517 0.4391 -1.0986
C -0.8213 -0.2259 -2.1428
O -1.0223 -1.4178 -2.3655
H -0.3269 0.3420 -3.0069
*
```